Record 1
A molecular structure, C32H29BF2IN4O5W, computed with ωB97M-V/def2-TZVPD.

Structure (XYZ):
```
75
Properties=species:S:1:pos:R:3:forces:R:3:mulliken_charge:R:1
W -0.629235 1.118117 0.658814 -0.557 0.241 0.342 4.130
O 4.201236 3.338661 5.412239 0.128 0.190 -0.191 -0.714
C 4.451295 2.419534 4.616063 -0.340 -0.538 0.550 0.429
O 5.421276 1.644651 4.528791 0.117 0.193 -0.198 -0.729
C 3.282939 2.079021 3.647917 0.118 0.203 -0.144 0.106
C 3.404192 1.045788 2.728537 0.005 -0.048 -0.019 -0.964
C 2.356412 0.754794 1.880067 -0.030 0.023 -0.037 -0.289
N 1.195753 1.426975 1.918394 0.294 0.046 0.011 -0.063
C 1.074583 2.430255 2.806742 0.170 -0.032 0.010 1.151
C 2.088265 2.790368 3.668273 0.046 0.003 0.005 -0.914
C -0.271680 3.102641 2.813993 0.097 0.184 0.065 -0.299
O -0.424317 4.183267 3.340693 -0.109 0.031 0.073 -0.707
O -1.194617 2.405700 2.220769 -0.337 -0.309 -0.092 -0.969
H 4.331903 0.489958 2.701330 -0.002 0.001 -0.009 0.557
H 2.416983 -0.030309 1.139937 0.011 -0.051 -0.043 0.448
H 1.961478 3.609565 4.361827 -0.011 -0.003 -0.001 0.634
C -0.810984 -1.856441 1.975952 -0.097 -0.008 -0.023 -1.636
N -1.301354 -0.496858 2.292051 0.035 0.029 -0.242 0.394
C -0.795960 -0.183902 3.648687 0.000 0.029 -0.014 -1.535
C -2.799471 -0.524720 2.336801 -0.020 0.117 -0.149 -1.230
C -3.480056 0.145238 1.160962 0.114 -0.164 0.156 0.519
C -4.864232 0.012389 1.074959 -0.040 -0.024 -0.046 -0.615
C -5.561798 0.593399 0.030558 0.073 0.025 -0.002 -0.729
C -4.854707 1.304961 -0.933797 -0.012 -0.035 0.064 -0.830
C -3.479345 1.430284 -0.833704 -0.037 0.033 0.009 -0.334
C -2.738164 0.866942 0.218320 0.144 -0.100 0.092 0.203
H -1.122561 -2.550650 2.764645 -0.027 0.012 -0.008 0.468
H 0.274646 -1.846682 1.911688 -0.032 -0.014 0.012 0.343
H -1.214464 -2.179211 1.019801 0.010 -0.007 -0.013 0.477
H -1.138487 -0.953041 4.348805 -0.021 0.025 0.007 0.422
H -1.165197 0.786529 3.962894 0.007 0.022 0.004 0.431
H 0.291709 -0.173887 3.645089 0.001 -0.028 0.012 0.417
H -3.122406 -0.056358 3.268419 0.047 0.100 -0.040 0.459
H -3.114281 -1.571405 2.386364 -0.027 0.001 0.081 0.483
H -5.398811 -0.549256 1.835883 -0.004 -0.013 -0.013 0.417
H -6.638565 0.494097 -0.032878 0.003 -0.006 -0.001 0.353
H -5.379174 1.762038 -1.765278 0.000 -0.001 0.005 0.425
H -2.970042 1.983590 -1.612199 0.036 0.010 -0.004 0.230
I 2.830201 0.479691 -3.963093 -0.143 -0.024 -0.012 -0.056
C -0.471126 2.023434 -1.224630 0.059 0.073 0.360 -0.203
C -0.456933 2.361133 -2.568716 0.014 -0.039 -0.011 -1.626
C -0.262077 3.701117 -2.875341 0.020 0.098 0.067 -0.164
C -0.100641 4.657120 -1.870555 -0.016 -0.030 -0.101 -0.989
C -0.131441 4.252368 -0.545620 0.051 -0.035 -0.019 -0.206
N -0.304630 2.962989 -0.296976 0.106 -0.295 -0.350 0.126
H -0.613101 1.612221 -3.331413 0.005 -0.019 -0.014 0.474
H -0.241399 4.018063 -3.911341 -0.001 -0.004 -0.001 0.441
H 0.039351 5.700505 -2.114488 0.003 -0.003 0.001 0.418
H -0.024265 4.923815 0.297112 -0.007 0.010 -0.010 0.550
F 2.826088 2.356926 -1.614176 -0.144 -0.149 0.098 -0.124
B 3.153803 1.135054 -1.964744 0.279 0.139 -0.133 0.302
F 3.852627 0.375538 -1.156042 -0.128 -0.036 0.135 -0.123
C -2.002237 -2.934694 -3.523881 -0.017 -0.002 0.028 -1.095
C -1.923742 -1.429534 -3.716861 -0.253 0.040 -0.063 -0.405
O -1.873196 -0.720823 -2.492681 0.247 -0.315 -0.424 -0.071
H -2.083617 -3.446139 -4.485693 0.001 -0.002 -0.008 0.378
H -2.871894 -3.189629 -2.917468 0.000 0.005 0.002 0.288
H -1.112334 -3.312036 -3.015198 -0.026 -0.003 0.016 0.260
H -2.821390 -1.074389 -4.225748 0.008 -0.011 -0.078 0.431
H -1.065251 -1.175336 -4.354350 0.021 0.019 -0.011 0.259
H -1.027378 -0.962306 -2.090734 -0.018 0.264 0.481 -0.236
N 4.506170 -6.860867 -2.908221 -0.004 -0.004 -0.009 -0.546
C 3.917992 -5.940326 -2.549352 -0.014 0.038 0.030 -0.034
C 3.180093 -4.791265 -2.099058 0.016 -0.034 -0.006 0.561
C 2.361786 -4.097510 -2.988477 0.006 0.004 -0.008 -1.065
C 1.650460 -2.996978 -2.554284 -0.007 0.042 -0.065 -0.093
C 1.728766 -2.568621 -1.223924 0.055 0.015 0.010 -0.032
C 2.565752 -3.268573 -0.345322 -0.012 -0.026 0.024 -0.126
C 3.282838 -4.367900 -0.774712 0.007 0.007 0.012 -1.032
C 0.981158 -1.443889 -0.760770 0.060 -0.028 -0.226 0.104
C 0.327700 -0.517168 -0.304261 0.081 0.170 0.052 -0.712
H 2.292375 -4.424334 -4.017443 -0.001 0.008 0.001 0.453
H 1.031803 -2.445926 -3.250871 0.004 -0.012 0.024 1.003
H 2.648160 -2.934832 0.680768 0.001 -0.006 -0.001 0.493
H 3.926758 -4.902910 -0.089827 0.000 0.004 0.000 0.454
```
Forces are in eV/Å.

2S+1: 3
Total charge: -1
Gap between HOMO and LUMO (spin up / spin down) (eV): 6.55 / 6.93
Max |F| (eV/A): 0.84
Lowest unoccupied orbital energy (spin up / spin down) (eV): 1.60 / 1.29



Record 2
7 unconnected molecules or ions with the total composition C27H58NO8P, computed with ωB97M-V/def2-TZVPD.

Structure (XYZ):
```
95
Properties=species:S:1:pos:R:3:forces:R:3:mulliken_charge:R:1
C -2.434605 -0.507174 1.082465 -0.028 0.001 0.279 -0.461
O -2.554123 0.568062 0.174260 -0.208 -0.170 -0.422 -0.373
C -1.325974 1.091927 -0.261761 0.123 0.013 -0.040 0.044
C -1.307052 1.300025 -1.770176 0.338 -0.071 -0.149 -0.489
N -0.369426 2.384119 -2.088567 -0.152 -0.142 0.073 -0.358
P -0.982378 2.640643 0.673160 0.138 0.090 0.436 0.601
O -1.426688 2.558895 2.088752 -0.166 -0.110 0.233 -0.694
H -1.863565 -1.334088 0.642345 0.032 0.054 0.009 0.269
H -1.955468 -0.174064 2.008805 0.017 -0.069 -0.030 0.142
H -3.439451 -0.861927 1.307942 -0.005 0.053 -0.021 0.254
H -0.506896 0.408154 0.007796 -0.004 0.056 0.083 0.323
H -1.023029 0.360072 -2.264358 -0.233 -0.037 0.000 0.091
H -2.309931 1.556301 -2.112469 0.023 0.150 0.092 0.373
H 0.581130 2.060893 -1.943639 0.066 0.133 0.015 -0.026
H -0.457601 2.614193 -3.071674 0.023 -0.003 -0.025 0.321
H -1.536036 3.721878 -0.022199 -0.073 -0.031 -0.210 0.014
H 0.403483 2.806923 0.555496 0.038 0.121 -0.250 -0.031
C -0.080112 -0.613074 -5.604703 0.048 0.021 0.048 -0.168
C -1.218082 -0.173928 -6.520586 0.012 0.014 -0.037 -0.592
C -1.799510 0.996283 -5.739934 -0.036 -0.040 0.024 -0.462
O -0.703020 1.588725 -5.034209 0.029 0.060 -0.012 -0.378
C 0.434460 0.722282 -5.085560 -0.033 -0.034 -0.039 -0.265
H 0.691148 -1.191965 -6.111269 -0.002 0.002 -0.015 0.433
H -0.475804 -1.219063 -4.790153 0.001 -0.022 -0.003 -0.105
H -0.826035 0.167015 -7.481539 -0.001 0.011 0.005 0.287
H -1.947259 -0.961271 -6.703182 0.006 -0.020 0.031 0.318
H -2.544265 0.653778 -5.013478 -0.003 -0.007 -0.006 0.234
H -2.257473 1.756444 -6.373177 0.013 0.018 0.007 0.285
H 1.183928 1.157096 -5.755390 -0.003 -0.011 -0.005 0.305
H 0.866107 0.654106 -4.084414 -0.003 0.015 0.006 0.101
C -7.038233 -0.484635 4.664082 0.017 -0.006 0.009 -0.540
C -5.681026 0.214108 4.735072 -0.039 -0.007 -0.036 -0.616
C -4.748519 -0.884865 4.244271 0.050 0.026 0.016 0.004
O -5.501976 -1.663240 3.311618 0.008 -0.009 -0.028 -0.402
C -6.884915 -1.316680 3.396643 0.009 0.024 0.002 -0.401
H -7.882295 0.201698 4.614271 0.003 0.012 -0.006 0.344
H -7.175927 -1.134441 5.530901 0.004 -0.006 -0.002 0.254
H -5.656726 1.063876 4.050408 0.012 -0.001 -0.005 0.266
H -5.420700 0.570840 5.730274 -0.010 -0.011 0.011 0.359
H -4.425393 -1.530909 5.067835 -0.005 0.013 0.011 0.275
H -3.863038 -0.494773 3.741907 0.006 -0.008 0.009 -0.044
H -7.163666 -0.738775 2.508901 -0.014 0.008 0.007 0.259
H -7.475018 -2.233918 3.410664 0.006 -0.010 -0.007 0.264
C 4.712289 2.848035 -1.213052 -0.020 0.003 -0.020 -0.596
C 4.642160 4.275472 -0.672647 0.004 -0.007 0.014 -0.650
C 3.140320 4.463127 -0.496506 0.012 -0.008 -0.022 -0.497
O 2.615378 3.173948 -0.177403 -0.016 -0.066 -0.051 -0.252
C 3.607697 2.166438 -0.416272 0.021 0.046 0.034 -0.046
H 5.681308 2.372126 -1.069839 0.006 0.009 0.016 0.366
H 4.479556 2.838392 -2.280527 -0.004 -0.001 0.001 0.267
H 5.148368 4.337818 0.292627 -0.006 -0.005 0.005 0.260
H 5.080922 5.018175 -1.337540 0.000 -0.006 -0.012 0.355
H 2.672638 4.821585 -1.420092 0.011 0.009 -0.002 0.306
H 2.885531 5.153149 0.308805 -0.012 -0.001 0.004 0.254
H 3.975507 1.785912 0.537838 0.017 -0.029 0.001 -0.036
H 3.141859 1.336825 -0.953174 -0.013 -0.003 -0.003 0.257
C 5.422548 -2.584329 1.784066 0.000 0.008 0.029 -0.624
C 4.184651 -2.388645 2.658252 -0.001 0.003 -0.024 -0.587
C 4.147379 -0.873685 2.811386 0.056 -0.050 -0.030 -0.087
O 4.704587 -0.343689 1.599196 -0.009 0.020 0.005 -0.289
C 5.326645 -1.385008 0.849854 -0.021 -0.010 0.004 -0.471
H 5.438470 -3.532828 1.248735 -0.013 -0.003 -0.001 0.349
H 6.327680 -2.519407 2.391468 0.001 0.006 0.001 0.249
H 3.292225 -2.738363 2.134726 -0.001 0.002 -0.002 0.285
H 4.240452 -2.903773 3.615867 0.006 -0.002 0.005 0.373
H 4.764704 -0.546091 3.654673 -0.002 -0.011 0.009 0.202
H 3.144504 -0.478285 2.952851 -0.004 0.047 0.001 0.010
H 4.707662 -1.616424 -0.025417 0.012 -0.016 -0.002 0.276
H 6.299367 -1.035344 0.499604 -0.002 0.012 -0.003 0.317
C 1.641517 2.431670 6.111059 0.006 0.017 -0.029 -0.573
C 0.767337 2.804576 4.913772 -0.010 -0.032 0.059 -0.509
C 1.268754 1.838341 3.853860 0.118 -0.021 -0.069 0.345
O 1.684654 0.655060 4.555868 -0.037 0.014 0.010 -0.419
C 1.742814 0.919071 5.956731 -0.024 0.008 -0.013 -0.447
H 1.221413 2.726994 7.071838 -0.013 -0.002 -0.001 0.366
H 2.629541 2.887794 6.015289 0.002 -0.001 -0.002 0.257
H -0.284957 2.609616 5.126894 -0.005 0.002 -0.012 0.232
H 0.861742 3.844488 4.606903 0.007 0.008 -0.003 0.389
H 2.133992 2.246991 3.317118 -0.015 0.020 0.011 0.088
H 0.496940 1.581058 3.132392 -0.027 -0.035 0.022 -0.288
H 0.904599 0.414835 6.450816 0.002 0.013 0.018 0.264
H 2.673208 0.508899 6.354461 0.001 -0.014 -0.007 0.281
C -1.079118 -5.762527 -4.860405 0.005 0.014 0.018 -0.557
C -2.265668 -5.419044 -3.960997 -0.002 -0.001 -0.024 -0.549
C -2.156234 -3.902154 -3.878068 0.010 -0.013 0.009 -0.456
O -1.598306 -3.474724 -5.123278 -0.032 0.017 -0.010 -0.312
C -1.097490 -4.600947 -5.845757 -0.013 -0.012 0.011 -0.446
H -1.167387 -6.729990 -5.352035 -0.015 -0.004 0.000 0.345
H -0.152698 -5.755798 -4.282564 0.002 0.006 0.000 0.269
H -3.201715 -5.705832 -4.444122 -0.002 0.004 -0.004 0.266
H -2.226890 -5.895595 -2.982898 0.014 -0.003 0.003 0.327
H -1.488461 -3.596999 -3.064638 -0.008 -0.011 0.009 0.264
H -3.118265 -3.408643 -3.737160 0.002 0.013 -0.005 0.312
H -1.763087 -4.807744 -6.690519 0.005 -0.017 -0.002 0.287
H -0.109686 -4.354073 -6.237469 0.000 0.014 -0.003 0.259
```
Forces are in eV/Å.

Gap between HOMO and LUMO (eV): 9.33
Max |F| (eV/A): 0.50
SMILES: CO[C@@H](CN)[PH2]=O.C1CCOC1.C1CCOC1.C1CCOC1.C1CCOC1.C1CCOC1.C1CCOC1
Lowest unoccupied orbital energy (eV): 0.51



Record 3
2 unconnected molecules or ions with the total composition C4H12N2 at a distorted geometry, computed with ωB97M-V/def2-TZVPD.

Structure (XYZ):
```
18
Properties=species:S:1:pos:R:3:forces:R:3:mulliken_charge:R:1
C -2.860392 0.030537 0.036350 0.228 -0.050 0.115 -1.150
C 1.799043 -1.180230 0.043949 0.041 -0.333 -0.248 -0.761
C 2.434336 1.108578 -0.196064 0.239 0.257 -0.266 -0.699
C -1.454744 -0.393064 0.520590 -0.703 -0.612 0.153 -0.144
N -0.614647 0.719002 0.336922 1.104 0.800 -0.529 -0.450
N 1.841705 0.114522 0.611626 -0.681 0.031 0.860 -0.309
H -3.217624 0.870038 0.633384 -0.091 -0.041 -0.021 0.312
H -2.804158 0.344970 -1.003935 -0.054 0.002 -0.012 0.327
H -3.553312 -0.802156 0.130947 -0.097 -0.037 0.005 0.338
H 1.156954 -1.821945 0.645745 0.002 -0.098 -0.067 0.250
H 1.467693 -1.191069 -1.004205 -0.022 0.009 0.019 0.322
H 2.810457 -1.612795 0.063953 0.021 -0.020 -0.015 0.340
H 2.141021 2.090502 0.171039 0.038 0.086 -0.125 0.236
H 3.525017 1.024473 -0.073450 0.032 0.054 -0.059 0.348
H 2.213309 1.017086 -1.266241 -0.058 0.027 -0.013 0.294
H -1.527571 -0.767166 1.553727 0.082 0.017 -0.157 0.264
H -1.110986 -1.205518 -0.132672 -0.042 0.014 0.133 0.256
H -0.505108 1.264150 1.187765 -0.040 -0.106 0.229 0.227
```
Forces are in eV/Å.

Gap between HOMO and LUMO (spin up / spin down) (eV): 9.01 / 9.41
Max |F| (eV/A): 1.46
Lowest unoccupied orbital energy (spin up / spin down) (eV): 0.20 / 0.46



Record 4
12 unconnected molecules or ions with the total composition C6H37NO12 at a distorted geometry, computed with ωB97M-V/def2-TZVPD.

Structure (XYZ):
```
56
Properties=species:S:1:pos:R:3:forces:R:3:mulliken_charge:R:1
C 1.680615 0.215092 0.355520 2.962 1.991 0.187 -0.276
C 1.396992 -0.678507 -0.881184 -5.038 -0.185 5.600 -0.318
N 0.694275 0.152459 -1.819855 1.805 -0.641 -2.942 0.321
C 1.646350 0.206193 -2.961436 0.099 3.013 -1.395 -0.901
C -0.639186 -0.337865 -2.306438 1.558 0.901 -1.417 -0.208
C -0.600657 -1.939893 -2.488564 -2.675 2.630 -1.284 -1.353
C -1.679563 0.377235 -1.376017 0.362 -0.007 -1.979 0.996
O -2.904522 -0.286202 -1.400560 -2.110 3.965 -0.847 -0.547
H 2.524530 0.941860 -0.038512 -2.193 -0.536 1.206 0.028
H 2.240957 -0.257282 1.196664 -0.627 0.007 -0.677 0.397
H 0.818524 0.798340 0.871370 1.408 -0.943 -1.578 -0.146
H 0.546528 -1.292841 -0.334478 1.868 0.483 -1.714 0.012
H 2.209134 -1.367384 -1.074120 0.095 0.114 -0.876 0.267
H 1.267962 0.982397 -3.804252 0.813 -1.777 1.831 0.296
H 2.646886 0.606566 -2.601950 -1.189 -0.322 -0.313 0.154
H 1.901872 -0.742323 -3.466574 -0.454 0.040 0.216 0.348
H -0.617141 0.162847 -3.311665 -0.810 -0.792 0.621 0.464
H 0.283046 -2.136923 -3.096792 0.091 -0.396 0.689 0.384
H -1.493677 -2.243065 -3.140374 1.111 0.283 1.062 0.327
H -0.705900 -2.325084 -1.490186 0.457 -0.946 0.066 0.415
H -1.236170 0.233106 -0.439959 0.527 0.458 1.773 -0.718
H -1.889718 1.501429 -1.593301 0.733 -2.117 0.222 0.201
H -2.787186 -1.150261 -1.193514 0.638 -4.126 0.789 0.272
O 4.343395 -1.867649 1.488092 -2.098 -1.243 5.368 -0.670
H 4.287682 -1.697734 2.573049 0.022 -0.884 -4.274 0.359
H 4.972778 -1.229820 1.289122 1.904 2.134 -1.007 0.308
O -1.361085 0.059801 2.090104 -4.381 -1.375 5.432 -0.597
H -0.813447 0.172372 1.413804 3.430 1.726 -4.047 -0.083
H -1.759969 0.821829 2.568190 1.064 -0.389 -1.115 0.251
O -1.354344 -3.351966 2.131017 -1.767 -0.825 -0.060 -0.562
H -1.065976 -4.261579 2.187643 0.276 -0.125 0.077 0.272
H -0.593081 -2.814743 2.058247 1.526 0.895 -0.082 0.293
O -5.457185 1.127322 0.775262 1.569 1.170 -6.065 -0.723
H -5.212603 0.488768 1.386511 0.637 -2.389 1.697 0.333
H -4.836707 0.903845 -0.155537 -2.748 0.743 4.188 0.380
O 4.713272 0.387599 -0.615375 1.813 -2.943 0.710 -0.614
H 4.080818 0.974558 -0.967355 -1.307 0.532 -0.760 0.286
H 4.485218 -0.583299 -0.756024 -0.099 2.349 -0.083 0.359
O 2.174751 4.004534 -1.584039 6.597 -2.699 -4.410 -0.596
H 1.314535 4.059949 -1.494868 -7.032 0.720 1.257 0.248
H 2.181695 3.448727 -2.493908 0.446 1.902 3.145 0.334
O 1.377240 -2.588978 1.015327 2.333 1.445 1.570 -0.539
H 1.375067 -3.472930 0.681310 0.535 -0.853 -0.224 0.293
H 2.352205 -2.257987 1.204674 -2.619 -1.431 -0.697 0.212
O -3.161936 2.126676 1.510158 1.663 6.499 1.262 -0.557
H -4.084886 2.267332 1.548143 -1.776 0.748 -0.040 0.358
H -3.125333 1.273602 1.370527 0.701 -6.974 -1.325 0.274
O 1.577087 1.552071 3.554171 -2.374 0.151 -1.547 -0.627
H 0.669175 1.528384 3.059579 2.457 0.025 1.484 0.306
H 1.939273 2.403420 3.267965 -0.087 -0.180 0.118 0.317
O -4.122975 -2.130035 1.170794 -0.860 -0.625 0.578 -0.624
H -3.875639 -3.052530 0.989956 0.262 0.808 -0.034 0.283
H -3.700195 -1.531961 0.567998 0.536 0.006 -0.433 0.333
O -0.889607 4.023192 1.954081 -1.313 -2.739 -1.749 -0.605
H -0.437867 4.499931 1.274500 0.806 1.033 -0.376 0.309
H -1.295328 3.297423 1.333084 0.451 1.691 2.200 0.273
```
Forces are in eV/Å.

Gap between HOMO and LUMO (eV): 9.20
Max |F| (eV/A): 8.38
SMILES: CCN(C)[C@@H](C)CO.O.O.O.O.O.O.O.O.O.O.O
Lowest unoccupied orbital energy (eV): 0.03



no.,electronic energy (a.u.)
1,-2421.61262
2,-2061.47793
3,-268.96558
4,-1208.18461